# 1
16
Properties=species:S:1:pos:R:3:forces:R:3:lowdin_charge:R:1 method="wB97M-V/def2-TZVPD" lumo_energy_ha=-0.1337 relative_energy_kj_mol=186.68 smiles="C=C(O)CC(N)=[NH2+]" total_energy_ha=-342.28617 gap_ev=9.9 largest_force_ha_per_bohr=0.10900 total_charge=+1 homo_energy_ev=-13.49
C 1.996771 1.067466 -0.337995 1.3 0.4 -0.7 0.11
C 1.215262 0.107684 0.029458 -0.7 -1.5 0.8 -0.42
O 1.355793 -1.270291 -0.123352 0.5 1.5 -0.4 0.04
C 0.042591 0.356598 0.880045 0.2 -3.1 2.7 -0.05
C -1.128764 -0.081194 0.143374 -2.9 -2.9 -2.9 -0.36
N -1.236108 -1.371236 -0.192344 1.4 -0.4 2.3 0.21
N -2.061277 0.662077 -0.396544 -0.5 5.4 1.3 0.20
H 2.820452 0.779211 -0.941046 1.0 0.3 -0.4 0.08
H 1.904814 2.080648 0.001840 -0.3 0.2 -0.2 0.09
H 2.168939 -1.405888 -0.611016 0.4 -0.4 -0.2 0.12
H 0.198677 -0.544024 1.657093 -0.6 2.3 -0.8 0.20
H 0.044871 1.314903 1.358979 -0.3 0.4 0.1 0.14
H -0.714328 -2.017897 0.371633 0.5 -0.1 -0.1 0.12
H -1.699079 -1.847351 -0.924014 -1.1 0.5 -0.9 0.14
H -1.915310 1.682742 -0.028865 -1.0 -2.3 -1.6 0.19
H -2.993307 0.486545 -0.887249 2.2 -0.3 1.1 0.19

=====

# 2
67
Properties=species:S:1:pos:R:3:forces:R:3:lowdin_charge:R:1 method="wB97M-V/def2-TZVPD" lumo_energy_ha=-0.0828 relative_energy_kj_mol=0.00 smiles="CC(C)[C@@H]1CC[C@@H](C)C[C@H]1OC(=O)Cn1cc(-c2ccc(Cl)cc2)[n+]2c1CCCCC2" total_energy_ha=-1732.38553 gap_ev=9.5 largest_force_ha_per_bohr=0.02041 total_charge=+1 homo_energy_ev=-11.74
C -1.098134 -1.539215 -1.260828 0.1 0.3 0.0 -0.05
C -1.429122 -0.054463 -1.117678 -0.1 0.0 0.0 -0.38
C -2.826303 0.106379 -0.517550 0.3 0.0 0.0 -0.07
C -1.296153 0.748853 -2.429743 0.4 -0.3 0.2 -0.24
C -2.193808 0.258807 -3.568353 0.0 0.4 0.1 -0.14
C -2.092359 1.190478 -4.773107 0.2 -0.4 -0.1 -0.16
C -0.656089 1.277731 -5.288308 -0.1 0.4 0.0 -0.38
C -0.552147 2.235298 -6.470761 0.0 -0.3 0.1 -0.06
C 0.264659 1.727039 -4.151666 0.1 -0.4 0.1 -0.10
C 0.142270 0.780361 -2.963695 -0.5 -0.1 -0.5 -0.24
O 1.026410 1.242521 -1.911798 -0.2 0.5 0.0 0.06
C 1.946701 0.430753 -1.463617 0.6 0.0 0.6 -0.47
O 2.209020 -0.674606 -1.852882 0.1 -0.1 -0.1 0.13
C 2.629347 1.035401 -0.210374 0.2 -0.1 -1.0 0.02
N 1.903009 0.527949 0.926886 -0.2 -0.5 0.6 0.02
C 0.941332 1.226778 1.602016 -0.5 -0.1 0.7 0.05
C 0.384514 0.390649 2.528422 0.1 0.8 -0.4 -0.12
C -0.673329 0.683986 3.489621 -0.3 0.0 0.2 -0.17
C -1.811190 1.365792 3.056559 0.2 -0.2 0.1 -0.01
C -2.825239 1.671553 3.940749 -0.1 0.1 0.2 -0.08
C -2.707402 1.308624 5.277590 0.2 -0.1 -0.3 -0.66
Cl -3.967932 1.686667 6.382293 -0.1 0.0 0.1 0.72
C -1.569544 0.648805 5.725680 -0.2 0.0 0.1 -0.08
C -0.559731 0.338462 4.836388 0.0 0.1 -0.2 -0.03
N 1.014316 -0.823204 2.372711 0.3 0.4 -0.6 0.07
C 1.925244 -0.725451 1.397486 0.1 -0.2 -0.1 -0.16
C 2.816942 -1.829007 0.980786 0.4 -0.1 0.1 -0.07
C 3.718786 -2.303895 2.133320 -0.1 -0.2 0.0 -0.16
C 3.004536 -3.200475 3.142920 0.1 0.3 0.2 -0.19
C 1.908218 -2.499586 3.944158 -0.1 -0.2 -0.2 -0.16
C 0.727045 -2.049028 3.082659 0.0 -0.7 0.5 -0.10
H -1.786234 -2.021022 -1.948802 -0.1 -0.1 -0.1 0.08
H -0.083377 -1.696267 -1.618100 0.1 -0.1 -0.1 0.07
H -1.197691 -2.029814 -0.293573 0.0 -0.1 0.1 0.08
H -0.717508 0.387410 -0.405272 -0.1 0.0 -0.1 0.11
H -2.856309 -0.316804 0.484759 -0.1 -0.1 0.1 0.07
H -3.566923 -0.411852 -1.119100 -0.2 -0.1 0.0 0.08
H -3.105833 1.155672 -0.457421 -0.1 0.1 0.0 0.08
H -1.574521 1.783081 -2.195145 0.0 0.1 0.0 0.16
H -3.228665 0.220938 -3.230499 0.0 -0.1 0.0 0.12
H -1.894545 -0.746720 -3.867345 0.0 -0.1 0.0 0.12
H -2.743094 0.825957 -5.568798 -0.1 0.1 0.0 0.12
H -2.436626 2.188587 -4.493789 0.0 0.1 0.0 0.13
H -0.340713 0.280711 -5.614891 0.0 0.0 0.0 0.15
H -1.195061 1.904983 -7.282117 -0.1 0.0 -0.1 0.08
H 0.469117 2.280345 -6.840360 0.1 0.1 -0.1 0.08
H -0.857099 3.237600 -6.178905 0.0 0.1 0.0 0.08
H -0.005215 2.735860 -3.833094 0.0 0.1 0.0 0.14
H 1.301397 1.745591 -4.493523 0.0 0.1 0.0 0.13
H 0.464748 -0.224190 -3.254934 0.0 0.1 0.1 0.15
H 3.674823 0.725123 -0.173401 -0.2 0.1 0.0 0.15
H 2.554274 2.122147 -0.229385 0.0 -0.1 0.1 0.15
H 0.736869 2.257900 1.401945 0.0 0.2 0.0 0.15
H -1.903761 1.640723 2.017598 0.0 0.0 -0.2 0.11
H -3.706834 2.190524 3.601194 -0.1 0.1 0.0 0.11
H -1.476187 0.386630 6.767077 0.0 0.0 0.1 0.11
H 0.334208 -0.142487 5.203454 0.1 -0.1 0.0 0.12
H 3.423192 -1.507664 0.135630 -0.1 0.0 0.0 0.11
H 2.209998 -2.669225 0.631523 0.0 0.1 -0.1 0.14
H 4.540788 -2.871338 1.697417 0.0 0.1 0.0 0.12
H 4.149062 -1.439327 2.642777 0.1 0.0 0.0 0.12
H 3.747200 -3.583761 3.843523 0.0 -0.1 0.0 0.12
H 2.576169 -4.059331 2.622454 0.0 -0.1 0.0 0.12
H 1.531127 -3.195058 4.694176 0.0 0.0 0.0 0.12
H 2.325963 -1.638408 4.469831 0.0 0.0 0.1 0.12
H -0.157755 -1.873708 3.695723 0.1 0.0 -0.2 0.12
H 0.491146 -2.826763 2.349487 -0.1 0.1 0.0 0.14

=====

# 3
118
Properties=species:S:1:pos:R:3:forces:R:3:lowdin_charge:R:1 method="wB97M-V/def2-TZVPD" lumo_energy_ha=-0.1085 relative_energy_kj_mol=697.61 total_energy_ha=-10694.44650 gap_ev=6.0 largest_force_ha_per_bohr=0.16849 total_charge=+1 homo_energy_ev=-9.00
C -3.816050 -1.421130 14.554210 0.6 0.0 1.5 -0.04
C -2.258930 -1.490370 14.328040 -0.8 -1.0 -0.1 -0.13
N -1.605250 -2.496210 15.178580 2.2 -1.8 4.1 -0.07
C -1.847390 -3.872320 15.187090 1.4 -0.8 0.3 0.00
C -0.962720 -4.581070 16.039650 -0.7 4.6 -0.6 0.07
N -0.189210 -3.509160 16.631460 -2.5 1.5 -1.4 -0.11
C -0.630130 -2.279420 16.177320 -1.4 -3.2 -1.8 0.05
C 0.741130 -3.593110 17.744950 0.1 0.0 0.0 0.01
H -4.231300 -0.414590 14.604600 0.3 0.1 -0.8 0.08
H -4.018600 -1.733420 15.578690 0.3 -0.2 0.3 0.07
H -4.469630 -2.099420 14.005700 0.5 0.2 -0.7 0.08
H -1.686350 -0.589260 14.547720 -0.5 0.2 -0.4 0.13
H -2.003120 -1.921610 13.360210 -0.2 0.9 -0.5 0.13
H -2.572080 -4.271880 14.493130 0.0 -0.1 0.1 0.14
H -0.913040 -5.606450 16.375110 0.2 0.2 -0.2 0.13
H -0.329490 -1.330040 16.595300 0.1 -0.1 -0.3 0.16
H 1.008830 -2.590260 18.077720 -0.2 0.0 -0.1 0.10
H 1.663020 -4.043950 17.377590 -0.2 -0.5 0.5 0.11
H 0.193940 -4.091840 18.544920 0.7 -0.3 0.1 0.11
C 3.003190 -6.274160 24.535350 -1.1 0.0 -1.1 -1.56
Br 4.609310 -5.356890 24.025520 -0.2 -0.1 0.4 0.57
Br 2.353130 -7.356280 23.027970 0.4 -0.2 0.2 0.49
Br 1.479250 -5.056780 24.871740 1.0 -0.3 0.5 0.51
H 3.170410 -7.002810 25.328580 0.0 0.6 0.1 -0.01
C 5.505620 -6.792450 15.188880 -0.4 0.8 1.2 0.00
C 4.241390 -7.099690 14.722610 -0.5 -1.4 0.6 -0.02
C 3.739750 -8.370390 15.008360 -0.3 1.0 -0.7 -0.36
C 4.481770 -9.241010 15.715940 1.1 -1.5 0.8 -0.04
C 5.708980 -8.911630 16.307190 0.6 1.0 -0.5 -0.01
C 6.214840 -7.624150 16.116380 -0.8 1.1 -2.0 -0.29
O 7.393120 -7.135640 16.688290 -1.6 -1.1 -0.4 0.04
O 2.519060 -8.769720 14.517680 -0.1 0.4 0.1 0.04
H 5.741560 -5.760240 14.976100 0.9 0.0 0.3 0.11
H 3.527070 -6.432290 14.263550 0.5 0.4 -0.4 0.11
H 4.099880 -10.250720 15.683870 0.3 -0.4 0.6 0.12
H 6.401700 -9.608890 16.754800 -0.4 -0.5 0.4 0.12
H 7.490790 -7.799960 17.374400 0.9 0.2 0.5 0.09
H 2.232210 -9.471370 15.106760 -0.3 -0.2 -0.2 0.09
C -10.285870 8.239000 15.597460 2.1 -2.5 -1.1 0.03
C -9.571400 7.145120 14.967910 -2.9 2.5 1.3 0.01
C -8.270230 7.387470 14.657250 0.0 -2.1 -0.7 -0.38
C -7.581740 8.498330 15.006210 0.4 0.6 0.0 -0.02
C -8.229150 9.528830 15.666220 2.2 -0.7 -0.6 -0.01
C -9.550180 9.360400 15.913490 -0.5 -1.6 -0.7 -0.43
O -10.272690 10.240450 16.524720 -2.0 3.5 2.1 0.08
O -7.520620 6.442290 14.009990 0.7 -0.5 -0.5 0.03
H -11.305420 8.208410 15.952400 -0.1 -0.2 -0.3 0.12
H -10.144530 6.265620 14.714140 0.3 -0.3 -0.1 0.11
H -6.554990 8.407250 14.683900 0.3 0.8 0.4 0.13
H -7.631980 10.348220 16.038220 -0.3 0.4 0.0 0.12
H -9.830590 11.090890 16.578440 0.0 0.1 0.1 0.12
H -8.029520 5.664540 13.769730 -0.2 0.1 0.1 0.10
C 7.879070 1.314350 15.656730 -2.3 0.4 -0.6 -0.07
C 9.181700 1.396580 15.398490 3.3 -2.3 1.6 -0.02
C 10.060800 0.466410 16.117420 -4.2 0.2 0.0 -0.34
C 9.486850 -0.430560 17.028500 -0.2 0.8 -0.2 -0.01
C 8.105250 -0.525270 17.117850 -0.7 0.5 0.8 -0.03
C 7.271170 0.362840 16.475120 1.9 0.2 -1.0 -0.36
O 5.939940 0.243170 16.520420 -1.7 -0.3 0.5 0.05
O 11.314510 0.356890 15.798130 2.5 0.6 -0.6 0.09
H 7.311140 1.982040 15.025810 -0.8 0.1 0.2 0.11
H 9.530600 2.058020 14.619290 0.3 0.1 0.1 0.11
H 10.031530 -1.016120 17.754340 0.6 -0.2 -0.5 0.12
H 7.662670 -1.228850 17.807420 0.0 -0.2 0.0 0.12
H 5.534880 0.749420 15.812450 0.1 0.1 0.0 0.10
H 11.406430 1.072350 15.164680 1.1 0.0 -0.3 0.11
C -8.723040 -4.540540 10.477310 0.7 -1.6 1.9 -0.02
C -9.439550 -3.976580 9.481810 -0.5 -0.8 -1.0 -0.03
C -9.677050 -4.757440 8.327810 0.7 -1.4 0.6 -0.32
C -9.142460 -6.067070 8.232060 0.5 1.2 -0.1 0.02
C -8.315290 -6.521030 9.249590 -0.9 -1.1 -2.5 -0.06
C -8.270620 -5.871220 10.394620 0.9 2.1 1.7 -0.37
O -7.626450 -6.442900 11.438470 0.6 0.3 1.4 0.05
O -10.401640 -4.260240 7.316510 -0.5 0.4 -0.8 0.06
H -8.518270 -4.056870 11.421000 -0.2 0.3 0.0 0.12
H -9.903750 -3.020550 9.673970 0.0 0.2 -0.5 0.12
H -9.156390 -6.761800 7.405290 -0.6 0.7 -0.6 0.12
H -7.702790 -7.396710 9.093320 -0.3 -0.4 0.1 0.12
H -7.213640 -7.258550 11.145360 0.0 -0.1 0.0 0.10
H -10.465090 -3.318810 7.493350 -0.4 0.2 -0.3 0.10
C -7.343800 -5.197790 18.125970 2.4 -0.6 0.8 0.02
C -6.121240 -5.059810 18.879860 -3.3 0.8 -1.0 -0.02
C -5.161890 -6.019120 18.890990 1.6 1.4 0.8 -0.39
C -5.176210 -7.147950 18.125420 -3.1 -0.5 -0.9 0.00
C -6.415730 -7.333740 17.436120 1.4 0.4 0.1 0.01
C -7.473990 -6.382720 17.421010 1.6 -0.5 1.0 -0.36
O -8.643760 -6.642960 16.785890 -0.4 -0.1 -0.8 0.04
O -4.057950 -5.743270 19.637040 1.6 -0.9 0.4 0.03
H -8.102450 -4.433300 18.045970 0.0 0.0 0.3 0.12
H -5.989490 -4.208300 19.530990 0.0 0.2 -0.1 0.11
H -4.444430 -7.941950 18.146830 0.2 0.3 0.0 0.12
H -6.411110 -8.229730 16.833140 -0.8 -0.1 -0.1 0.11
H -8.433800 -6.577750 15.851410 -0.5 -0.2 -0.4 0.11
H -4.016610 -4.876470 20.047600 -0.6 0.0 -0.1 0.10
C -1.005230 -4.578240 8.743610 1.5 -5.8 -0.5 -0.81
O -0.902680 -5.816910 8.823810 -0.6 1.4 0.8 0.02
N -0.198920 -3.692330 9.166960 6.1 3.6 3.7 0.15
N -1.799700 -3.941920 7.994510 -7.4 0.7 -4.4 0.15
H 0.750860 -4.001830 9.316050 0.0 0.2 0.3 0.13
H -0.301060 -2.813430 8.679930 0.8 0.0 0.7 0.11
H -2.624580 -4.487550 7.789690 -0.2 0.5 -0.7 0.13
H -1.740460 -2.979530 7.693830 -0.3 -0.5 0.3 0.12
C -1.030670 -0.142550 21.771900 -1.6 0.1 -0.2 -0.70
O -1.648540 -1.173980 22.084140 1.1 1.6 -0.6 0.01
N -1.547260 0.993530 21.234470 -2.2 0.6 -0.7 0.13
N 0.278690 0.081990 21.869010 1.9 -2.1 1.1 0.14
H -1.000080 1.842170 21.212180 -0.4 -0.2 0.1 0.10
H -2.549140 1.069160 21.131400 0.2 0.1 0.1 0.11
H 0.743410 0.882910 21.465690 0.1 -0.6 0.3 0.11
H 0.720170 -0.754460 22.223350 1.0 0.6 -0.1 0.12
C -6.780680 2.395570 8.829010 -1.7 1.7 2.5 -0.76
O -7.358800 2.225490 9.903720 0.4 0.3 -0.3 0.01
N -6.416650 3.593320 8.345680 0.7 2.4 0.0 0.15
N -6.577370 1.444590 7.979860 0.9 -3.8 -2.6 0.15
H -5.832770 3.719780 7.531310 -0.3 -0.2 0.2 0.10
H -6.580110 4.426010 8.893410 0.1 -0.4 0.1 0.11
H -6.072110 1.597950 7.118870 -0.4 -0.2 0.2 0.11
H -7.017620 0.552840 8.156090 0.3 0.2 -0.1 0.12